*A*
Entry from the Open Molecules 2025 dataset: a structure of composition C50H51N8O3TeTi (wB97M-V/def2-TZVPD).

Orbital gap in eV: 6.5972
Total charge: +1
HOMO in Ha: -0.3444

Geometry (Å):
Ti  0.07  0.06  -0.09
C  -0.81  -2.06  1.58
N  -1.27  -0.66  1.57
C  -2.70  -0.64  1.26
C  -2.94  -0.63  -0.22
C  -4.03  -1.27  -0.79
C  -4.24  -1.16  -2.15
C  -3.34  -0.40  -2.89
C  -2.27  0.20  -2.24
N  -2.06  0.08  -0.93
C  -1.01  -0.04  2.88
C  0.27  0.76  2.93
C  0.89  0.98  4.15
C  2.00  1.81  4.19
C  2.44  2.38  3.01
C  1.77  2.08  1.83
N  0.71  1.29  1.78
C  0.66  -2.10  1.80
C  1.26  -2.98  2.69
C  2.63  -2.94  2.87
C  3.35  -1.97  2.18
C  2.68  -1.09  1.36
N  1.36  -1.15  1.15
H  -1.03  -2.50  0.58
H  -1.35  -2.64  2.34
H  -3.15  0.29  1.64
H  -3.21  -1.50  1.73
H  -4.71  -1.84  -0.16
H  -5.07  -1.66  -2.62
H  -3.47  -0.28  -3.95
H  -1.55  0.78  -2.80
H  -0.99  -0.80  3.67
H  -1.81  0.67  3.12
H  0.50  0.52  5.04
H  2.51  2.00  5.12
H  3.30  3.04  3.00
H  2.10  2.52  0.89
H  0.64  -3.68  3.23
H  3.12  -3.63  3.53
H  4.42  -1.89  2.30
H  3.20  -0.28  0.87
O  -1.63  3.04  -2.01
C  -1.14  2.72  -0.96
N  0.00  1.92  -0.86
C  1.11  2.44  -1.41
O  1.31  3.63  -1.61
C  2.10  1.40  -1.81
C  2.94  1.66  -2.89
C  3.71  0.62  -3.40
C  3.61  -0.63  -2.79
C  2.78  -0.78  -1.69
N  2.03  0.21  -1.21
C  -1.71  3.24  0.32
C  -1.70  4.63  0.49
C  -2.26  5.16  1.63
C  -2.87  4.29  2.54
C  -2.84  2.94  2.27
N  -2.25  2.40  1.20
H  2.94  2.65  -3.30
H  4.34  0.77  -4.26
H  4.17  -1.47  -3.18
H  2.70  -1.74  -1.20
H  -1.24  5.25  -0.26
H  -2.25  6.22  1.81
H  -3.34  4.67  3.43
H  -3.34  2.24  2.93
C  -0.48  -2.33  -3.34
C  -0.56  -2.24  -1.82
O  -1.13  -3.15  -1.17
N  0.00  -1.23  -1.24
Te  1.10  -4.61  -0.40
C  0.34  -6.62  -0.22
C  -0.62  -6.95  0.73
C  -1.37  -5.93  1.54
C  -0.92  -8.28  0.96
C  -0.33  -9.30  0.24
C  -0.63  -10.74  0.52
C  0.56  -8.94  -0.76
C  0.91  -7.62  -1.01
C  1.87  -7.34  -2.12
C  3.08  -5.09  0.35
C  3.24  -5.63  1.63
C  2.09  -6.18  2.41
C  4.50  -5.68  2.22
C  5.63  -5.22  1.56
C  6.97  -5.24  2.22
C  5.47  -4.78  0.25
C  4.23  -4.71  -0.36
C  4.20  -4.30  -1.80
H  -1.41  -2.72  -3.73
H  0.32  -3.02  -3.60
H  -0.25  -1.35  -3.76
H  -1.21  -4.93  1.14
H  -1.06  -5.97  2.59
H  -2.44  -6.15  1.51
H  -1.65  -8.53  1.73
H  -1.24  -10.84  1.42
H  0.28  -11.31  0.65
H  -1.18  -11.18  -0.31
H  1.01  -9.72  -1.37
H  1.76  -8.07  -2.92
H  2.90  -7.39  -1.75
H  1.71  -6.34  -2.53
H  2.31  -6.21  3.47
H  1.87  -7.19  2.08
H  1.19  -5.58  2.23
H  4.60  -6.08  3.22
H  6.88  -5.36  3.29
H  7.51  -4.31  2.02
H  7.57  -6.06  1.83
H  6.35  -4.46  -0.30
H  4.95  -3.53  -1.99
H  3.22  -3.93  -2.11
H  4.45  -5.16  -2.43

=====

*B*
Entry from the Open Molecules 2025 dataset: a structure of composition C50H51N8O3TeTi (wB97M-V/def2-TZVPD).

Orbital gap in eV: 5.8862
Total charge: +1
HOMO in Ha: -0.3205

Geometry (Å):
Ti  2.01  0.17  -1.31
C  5.20  0.25  -2.27
N  4.15  -0.69  -1.82
C  4.60  -1.37  -0.59
C  3.50  -2.20  -0.01
C  3.75  -3.29  0.80
C  2.67  -4.01  1.29
C  1.38  -3.62  0.95
C  1.22  -2.51  0.14
N  2.26  -1.81  -0.32
C  3.90  -1.65  -2.91
C  3.10  -0.99  -3.98
C  3.09  -1.49  -5.28
C  2.23  -0.94  -6.20
C  1.39  0.09  -5.81
C  1.48  0.55  -4.51
N  2.34  0.05  -3.61
C  5.14  1.57  -1.55
C  6.21  2.45  -1.56
C  6.08  3.66  -0.91
C  4.89  3.93  -0.25
C  3.88  3.00  -0.30
N  3.99  1.84  -0.95
H  5.09  0.42  -3.34
H  6.18  -0.21  -2.12
H  4.88  -0.59  0.12
H  5.48  -1.99  -0.80
H  4.76  -3.57  1.03
H  2.83  -4.87  1.92
H  0.51  -4.15  1.31
H  0.24  -2.14  -0.11
H  3.32  -2.49  -2.53
H  4.84  -2.04  -3.31
H  3.74  -2.32  -5.53
H  2.19  -1.33  -7.21
H  0.68  0.54  -6.48
H  0.83  1.34  -4.16
H  7.13  2.18  -2.07
H  6.89  4.37  -0.91
H  4.74  4.86  0.29
H  2.94  3.16  0.22
O  0.92  -0.64  2.18
C  1.77  0.11  1.78
N  1.66  0.90  0.61
C  0.54  1.71  0.63
O  -0.18  1.93  1.58
C  0.37  2.52  -0.64
C  -0.58  3.52  -0.71
C  -0.57  4.34  -1.82
C  0.42  4.18  -2.78
C  1.33  3.15  -2.63
N  1.28  2.31  -1.60
C  3.06  0.25  2.56
C  3.05  -0.18  3.89
C  4.21  0.00  4.64
C  5.31  0.57  4.03
C  5.22  0.93  2.69
N  4.12  0.78  1.97
H  -1.28  3.63  0.10
H  -1.32  5.12  -1.93
H  0.49  4.84  -3.64
H  2.14  3.00  -3.33
H  2.16  -0.62  4.30
H  4.24  -0.31  5.67
H  6.23  0.75  4.58
H  6.08  1.37  2.19
C  -1.51  -1.50  -2.77
C  -0.03  -1.39  -2.47
O  0.74  -2.27  -2.85
N  0.39  -0.30  -1.74
Te  -2.35  -0.28  1.46
C  -3.84  1.23  1.30
C  -4.07  1.91  0.10
C  -3.31  1.65  -1.18
C  -5.08  2.87  0.04
C  -5.86  3.17  1.14
C  -6.95  4.20  1.06
C  -5.61  2.49  2.33
C  -4.61  1.54  2.43
C  -4.41  0.86  3.76
C  -3.63  -1.91  1.87
C  -4.68  -2.28  1.02
C  -5.06  -1.47  -0.19
C  -5.39  -3.44  1.29
C  -5.09  -4.26  2.37
C  -5.85  -5.53  2.63
C  -4.04  -3.87  3.20
C  -3.31  -2.71  2.98
C  -2.21  -2.36  3.94
H  -1.65  -1.87  -3.78
H  -2.02  -0.55  -2.63
H  -1.95  -2.23  -2.08
H  -2.43  1.03  -1.04
H  -3.00  2.59  -1.64
H  -3.96  1.15  -1.91
H  -5.26  3.38  -0.90
H  -7.15  4.49  0.03
H  -6.68  5.10  1.62
H  -7.88  3.82  1.50
H  -6.20  2.72  3.21
H  -4.90  1.42  4.55
H  -3.35  0.78  4.00
H  -4.81  -0.16  3.75
H  -4.18  -1.20  -0.78
H  -5.54  -0.53  0.10
H  -5.75  -2.02  -0.82
H  -6.21  -3.72  0.63
H  -6.56  -5.73  1.84
H  -6.40  -5.47  3.58
H  -5.17  -6.38  2.71
H  -3.79  -4.49  4.06
H  -2.16  -3.10  4.74
H  -2.37  -1.38  4.39
H  -1.23  -2.32  3.46

=====

Tell me which of them is the least stable. Sure, it is *A*.